An isolated ion of composition C4H10NO2 and charge -1 at a distorted geometry, computed with the ωB97M-V functional and the def2-TZVPD basis.

Computed properties:
* total charge: -1
* HOMO-LUMO gap: 7.43 eV
* ΔE to the lowest compared entry with this formula, charge and spin: 2.989 eV
* structure (SMILES): C[C@H]([O-])CNCO

Last column: Mulliken charge in e.
Positions of all 17 atoms, in Å:
C: -1.0660 1.2013 2.1690  -1.383
C: -0.4898 0.3256 1.0257  0.725
O: 0.7044 -0.2319 1.3419  -0.968
C: -0.3988 1.1124 -0.3281  -0.710
N: -0.3162 0.1982 -1.5233  -0.410
C: 0.1793 -1.1981 -1.5809  -0.653
O: 1.4357 -1.5263 -1.1086  -0.638
H: -0.3451 1.2766 2.9393  0.366
H: -1.5519 2.0674 1.7594  0.329
H: -1.9390 0.7053 2.5908  0.276
H: -1.3288 -0.3619 0.7149  0.032
H: 0.5434 1.6683 -0.2885  0.204
H: -1.2428 1.7384 -0.5919  0.400
H: 0.3330 0.6225 -2.1859  0.232
H: 0.1150 -1.4362 -2.6102  0.398
H: -0.5850 -1.7874 -1.0487  0.320
H: 1.3441 -1.0835 -0.1358  0.481

An isolated molecule of C2H5N3S2 at a distorted geometry, computed with the ωB97M-V functional and the def2-TZVPD basis.

Computed properties:
* HOMO-LUMO gap (alpha / beta): 7.40 / 7.40 eV
* ΔE to the lowest compared entry with this formula, charge and spin: 5.387 eV
* structure (SMILES): [H]/N=C1C/S(=N/[H])#S/1=N\[H]

Last column: Mulliken charge in e.
Positions of all 12 atoms, in Å:
H: 1.6054 1.3286 -2.0110  0.303
N: 0.9875 0.5093 -1.9598  -0.573
C: 0.5790 -0.0972 -0.9709  0.480
C: -0.6019 -0.9112 -0.8354  -0.590
S: -1.4183 -0.0560 0.5551  0.167
N: -1.9083 -1.1592 1.4745  -0.593
H: -1.7225 -0.8280 2.4288  0.248
S: 0.9306 0.2433 0.7955  0.145
N: 1.2957 1.7661 0.8350  -0.590
H: 1.6011 1.9873 1.8167  0.246
H: -1.0146 -1.0128 -1.8152  0.380
H: -0.3337 -1.7701 -0.3134  0.378

A 2-piece molecular cluster, C3H5Br overall at a distorted geometry, computed with the ωB97M-V functional and the def2-TZVPD basis.

Computed properties:
* HOMO-LUMO gap: 9.83 eV
* ΔE to the lowest compared entry with this formula, charge and spin: 2.804 eV

Last column: Mulliken charge in e.
Positions of all 9 atoms, in Å:
C: 0.0874 -0.5612 -0.0480  -0.255
C: -1.2568 1.0119 0.1639  -0.626
C: 1.4127 -0.9937 -0.0591  -0.379
Br: 2.8488 0.2149 0.0977  -0.167
H: -0.4675 -1.4448 -0.2534  0.223
H: -1.1448 1.4415 1.1870  0.261
H: -0.8907 1.6372 -0.5848  0.279
H: -2.3217 0.5603 -0.0397  0.251
H: 1.7327 -1.8661 -0.4634  0.414

A 2-piece molecular cluster, CH8N5 overall at a distorted geometry, computed with the ωB97M-V functional and the def2-TZVPD basis.

Computed properties:
* total charge: +1
* HOMO-LUMO gap: 10.29 eV
* ΔE to the lowest compared entry with this formula, charge and spin: 2.681 eV

Last column: Mulliken charge in e.
Positions of all 14 atoms, in Å:
C: 0.1748 1.6987 -0.3837  0.121
N: 1.1046 0.7804 -0.0206  -0.015
N: 1.4657 0.0094 0.8641  -0.075
N: -1.0073 1.2574 -0.7670  -0.241
N: 2.4046 -0.8690 0.5851  -0.237
N: -1.9020 -1.2077 0.1029  -0.844
H: 0.5205 2.7182 -0.3681  0.372
H: -1.4232 0.3478 -0.3870  0.394
H: -1.6006 1.9102 -1.2558  0.245
H: 2.8531 -0.8846 -0.3390  0.280
H: 2.8260 -1.3353 1.3755  0.280
H: -2.6414 -1.4383 0.7101  0.222
H: -0.9663 -1.1355 0.5599  0.246
H: -1.8085 -1.8517 -0.6763  0.251